[1]
A molecular structure, C19H28BrCaClF5NNa2O4. Source: OMol25; level of theory: wB97M-V/def2-TZVPD.

Output
Energy above the lowest of the compared OMol25 structures with the same formula, charge and spin (kJ/mol): 0.0

Geometry as ORCA input:
```
! RIJCOSX wB97M-V def2-TZVPD def2/J DEFGRID3
* xyz 0 1
C 5.016 2.060 2.274
C 4.413 0.873 1.428
C 3.788 1.228 0.111
C 3.149 0.219 -0.760
C 3.160 -1.189 -0.293
C 2.458 -2.262 -1.174
C 0.941 -1.920 -1.411
C 0.191 -1.366 -0.157
C -0.231 0.159 -0.364
C -0.205 1.001 0.970
C 0.063 2.527 0.778
F 0.959 2.841 -0.220
F 0.640 2.987 1.971
C -1.222 3.409 0.551
F -1.653 3.221 -0.745
F -2.210 3.192 1.466
F -0.848 4.737 0.625
C 3.755 -1.621 0.948
C 4.428 -0.512 1.856
H 4.334 2.433 3.074
H 6.008 1.731 2.676
H 5.161 2.910 1.565
H 3.787 2.279 -0.255
H 2.657 0.488 -1.726
H 2.576 -3.321 -0.786
H 2.965 -2.264 -2.210
H 0.942 -1.082 -2.167
H -0.795 -1.933 -0.103
H 0.704 -1.552 0.816
H -1.299 0.169 -0.732
H 0.368 0.674 -1.159
H -1.234 0.908 1.429
H 0.511 0.611 1.743
H 3.691 -2.758 1.196
H 4.868 -0.848 2.837
Na 5.796 -3.020 1.319
Ca 2.809 -2.627 2.796
C 0.116 -5.857 -2.213
N 0.581 -5.528 -0.842
O -0.130 -4.802 -0.174
O 1.649 -6.011 -0.484
H -0.839 -5.351 -2.388
H 0.875 -5.502 -2.910
H 0.003 -6.937 -2.270
C -3.238 -4.567 -0.784
O -2.694 -5.116 -1.872
H -4.196 -5.006 -0.427
H -2.631 -4.589 0.149
H -3.507 -3.485 -0.845
C -4.945 3.611 0.370
C -6.379 3.758 -0.063
O -7.280 3.199 0.517
C -6.655 4.641 -1.262
H -4.893 2.954 1.237
H -4.356 3.172 -0.438
H -4.538 4.587 0.645
H -6.143 4.250 -2.142
H -6.320 5.661 -1.057
H -7.729 4.656 -1.461
Cl 4.535 -1.448 -3.116
Na -7.086 7.058 0.143
Br 5.358 4.272 3.523
*
```

***

[2]
A molecular structure, C25H33BrF6O9S. Source: OMol25; level of theory: wB97M-V/def2-TZVPD.

Output
Energy above the lowest of the compared OMol25 structures with the same formula, charge and spin (kJ/mol): 593.8

Geometry as ORCA input:
```
! RIJCOSX wB97M-V def2-TZVPD def2/J DEFGRID3
* xyz 0 1
O 3.129 0.461 4.408
S 3.552 0.273 2.978
O 4.676 1.245 2.784
O 3.920 -1.379 2.739
C 3.091 -1.660 1.573
C 3.065 -3.123 0.942
C 4.690 -3.297 0.402
C 4.968 -2.643 -1.134
O 4.890 -4.222 -0.757
C 1.713 -0.809 1.685
C 1.058 -0.735 0.229
C -0.022 -1.865 -0.110
C -1.099 -1.308 -1.199
Br -1.395 -2.724 -2.594
C 0.953 -1.527 2.894
C -0.513 -0.972 3.221
C -0.557 0.522 3.800
C -0.611 1.606 2.604
C 0.310 2.861 2.807
C 0.371 3.943 1.701
C -0.472 3.739 0.424
C -1.406 2.533 0.208
C -1.456 1.457 1.324
O 2.256 0.552 1.905
H 3.639 -1.051 0.750
H 2.890 -3.973 1.677
H 2.518 -3.216 -0.049
H 5.558 -3.179 1.221
H 5.630 -3.032 -1.965
H 5.876 -2.082 -0.633
H 0.689 0.343 0.035
H 1.925 -0.877 -0.525
H 0.502 -2.735 -0.637
H -0.579 -2.298 0.783
H -0.744 -0.365 -1.729
H -2.118 -1.089 -0.743
H 0.830 -2.635 2.591
H 1.549 -1.543 3.877
H -1.258 -1.029 2.362
H -0.938 -1.656 4.052
H -1.552 0.651 4.374
H 0.275 0.727 4.549
H 0.923 2.943 3.770
H 1.055 4.839 1.866
H -0.403 4.520 -0.404
H -2.022 2.375 -0.732
H -2.110 0.532 1.224
C -6.244 -6.187 -1.143
C -7.047 -4.919 -0.924
O -6.508 -4.157 0.167
C -5.429 -3.401 -0.118
O -4.911 -3.340 -1.202
C -4.990 -2.611 1.113
F -4.952 -3.370 2.227
F -5.830 -1.588 1.377
F -3.763 -2.074 0.976
H -6.184 -6.767 -0.219
H -6.701 -6.803 -1.920
H -5.219 -5.959 -1.443
H -8.072 -5.178 -0.650
H -7.100 -4.312 -1.832
C 3.512 5.612 -5.138
C 2.094 5.077 -5.117
O 1.537 5.161 -3.796
C 1.064 6.370 -3.431
O 1.090 7.348 -4.130
C 0.462 6.305 -2.029
F 1.253 5.647 -1.155
F -0.734 5.665 -2.022
F 0.244 7.519 -1.497
H 4.127 5.100 -4.394
H 3.962 5.475 -6.124
H 3.537 6.677 -4.893
H 2.098 4.020 -5.389
H 1.456 5.593 -5.840
*
```

***

[3]
A molecular structure, C19H38ClIN2O6Si2. Source: OMol25; level of theory: wB97M-V/def2-TZVPD.

Geometry as ORCA input:
```
! RIJCOSX wB97M-V def2-TZVPD def2/J DEFGRID3
* xyz 0 1
C 0.172 -3.554 -1.108
C 0.765 -2.950 -2.480
Si 0.648 -1.018 -2.576
C 2.376 -0.388 -1.956
C 2.089 0.433 -0.607
C 3.440 0.816 0.215
C 2.959 1.771 1.419
C 4.129 2.222 2.413
C 3.436 3.167 3.540
O 3.672 4.545 3.176
C 2.719 5.391 3.887
O 0.509 -0.643 -4.277
C 0.909 0.661 -4.565
N 1.329 1.756 -4.785
O -0.597 -0.354 -1.581
Si -2.198 -0.724 -2.126
N -2.420 -2.385 -2.733
C -2.541 0.469 -3.620
C -4.111 0.388 -3.992
C -4.415 0.901 -5.497
I -5.779 2.639 -5.473
C -3.581 -0.384 -0.846
C -3.074 -0.142 0.657
C -2.678 1.415 0.875
Cl -1.794 -1.316 1.235
H 0.121 -2.707 -0.348
H 0.854 -4.367 -0.658
H -0.849 -4.007 -1.357
H 1.874 -3.267 -2.533
H 0.241 -3.468 -3.350
H 2.945 0.193 -2.754
H 3.042 -1.287 -1.667
H 1.434 -0.143 0.147
H 1.486 1.369 -0.884
H 4.209 1.324 -0.467
H 3.846 -0.168 0.633
H 2.159 1.178 2.003
H 2.392 2.662 0.962
H 4.891 2.817 1.807
H 4.619 1.295 2.859
H 2.299 2.981 3.463
H 3.788 2.879 4.586
H 1.637 5.040 3.707
H 2.923 5.387 5.019
H 2.803 6.453 3.471
H -3.090 -2.392 -3.514
H -2.793 -3.025 -2.011
H -1.966 0.175 -4.560
H -2.191 1.521 -3.328
H -4.667 1.097 -3.293
H -4.438 -0.703 -3.836
H -3.456 1.117 -6.084
H -4.960 0.049 -6.039
H -4.289 -1.288 -0.815
H -4.242 0.516 -1.129
H -3.992 -0.308 1.335
H -3.150 1.738 1.878
H -1.558 1.594 0.948
H -3.194 2.071 0.085
C 0.014 -2.289 5.208
C 0.502 -3.706 5.209
O 0.901 -3.908 3.860
C 1.176 -2.682 3.336
O 1.696 -2.504 2.273
O 0.783 -1.687 4.176
H 0.185 -1.788 6.162
H -1.046 -2.210 4.951
H 1.369 -3.851 5.859
H -0.277 -4.415 5.494
*
```

***

[4]
A molecular structure, C28H23BrN4O5S3Tl. Source: OMol25; level of theory: wB97M-V/def2-TZVPD.

Geometry as ORCA input:
```
! RIJCOSX wB97M-V def2-TZVPD def2/J DEFGRID3
* xyz -1 1
Tl 0.035 -0.255 -0.085
C 2.897 -2.966 0.047
C 2.487 -1.952 1.073
N 2.764 -0.719 0.780
N 2.773 0.226 1.743
C 2.256 1.373 1.576
S 1.270 1.920 0.214
S 2.484 2.563 2.886
C 2.085 1.575 4.369
C 3.174 0.681 4.925
C 2.834 -0.194 5.953
C 3.774 -1.055 6.496
C 5.076 -1.051 6.019
C 5.425 -0.178 5.000
C 4.483 0.685 4.462
C 1.740 -2.408 2.253
C 2.125 -3.569 2.932
C 1.405 -4.071 3.993
C 0.227 -3.431 4.379
C -0.193 -2.300 3.723
C 0.545 -1.734 2.659
O 0.108 -0.627 2.126
H 3.642 -2.541 -0.622
H 2.013 -3.241 -0.529
H 3.288 -3.864 0.525
H 1.204 0.987 4.109
H 1.811 2.322 5.117
H 1.813 -0.210 6.317
H 3.484 -1.747 7.276
H 5.810 -1.732 6.432
H 6.434 -0.182 4.604
H 4.759 1.355 3.661
H 3.046 -4.061 2.641
H 1.745 -4.960 4.508
H -0.358 -3.826 5.202
H -1.111 -1.796 4.000
Br -3.874 5.128 3.681
C -3.215 4.019 2.287
C -3.234 4.491 0.987
C -2.774 3.675 -0.034
C -2.276 2.403 0.252
C -2.234 1.963 1.577
C -2.721 2.761 2.594
N -1.700 1.604 -0.733
C -2.134 1.478 -1.911
C -1.366 0.725 -2.910
C -1.807 0.649 -4.223
C -1.064 -0.076 -5.138
C 0.071 -0.735 -4.701
C 0.453 -0.592 -3.375
N -0.224 0.153 -2.518
H -3.598 5.486 0.772
H -2.758 4.040 -1.053
H -1.832 0.979 1.791
H -2.698 2.418 3.619
H -3.092 1.895 -2.237
H -2.725 1.146 -4.508
H -1.374 -0.136 -6.173
H 0.656 -1.354 -5.367
H 1.330 -1.091 -2.984
O -2.122 -1.935 -2.275
S -1.666 -2.258 -0.931
O -2.177 -3.505 -0.423
O -1.991 -1.097 0.007
O -0.120 -2.274 -0.913
*
```

***

[5]
9 unconnected molecules or ions with the total composition C18H54O9. Source: OMol25; level of theory: wB97M-V/def2-TZVPD.

Output
SMILES: CCO.CCO.CCO.CCO.CCO.CCO.CCO.CCO.CCO
Energy above the lowest of the compared OMol25 structures with the same formula, charge and spin (kJ/mol): 574.8

Geometry as ORCA input:
```
! RIJCOSX wB97M-V def2-TZVPD def2/J DEFGRID3
* xyz 0 1
C 0.626 0.853 0.439
C 0.180 -0.498 -0.203
O -0.333 -1.418 0.779
H -0.180 1.239 1.063
H 0.804 1.736 -0.174
H 1.555 0.652 0.972
H 0.942 -0.983 -0.813
H -0.565 -0.189 -0.937
H -0.628 -2.204 0.314
C 4.952 7.670 -2.057
C 4.585 9.073 -1.710
O 3.853 9.044 -0.501
H 3.982 7.192 -2.192
H 5.478 7.246 -1.201
H 5.538 7.671 -2.976
H 3.882 9.458 -2.448
H 5.463 9.720 -1.735
H 4.391 8.481 0.060
C 5.061 0.488 -6.279
C 6.264 1.430 -6.640
O 7.446 0.862 -6.160
H 4.922 0.270 -5.220
H 5.232 -0.456 -6.797
H 4.159 0.965 -6.661
H 6.237 2.404 -6.149
H 6.256 1.522 -7.726
H 8.164 1.449 -6.407
C -1.978 -2.757 -6.548
C -1.088 -2.600 -7.852
O -1.916 -2.838 -8.974
H -1.434 -3.002 -5.635
H -2.720 -3.536 -6.721
H -2.428 -1.826 -6.204
H -0.320 -3.370 -7.921
H -0.690 -1.586 -7.877
H -1.546 -3.557 -9.491
C -3.345 4.706 6.160
C -4.656 4.886 6.972
O -4.364 5.576 8.077
H -2.488 4.462 6.788
H -2.999 5.640 5.718
H -3.507 3.938 5.403
H -5.206 3.967 7.172
H -5.364 5.512 6.427
H -4.976 5.373 8.789
C 1.096 -7.363 -2.088
C 1.305 -7.523 -0.567
O 0.272 -8.317 -0.022
H 1.072 -8.358 -2.532
H 1.877 -6.779 -2.576
H 0.230 -6.768 -2.377
H 1.467 -6.575 -0.055
H 2.172 -8.117 -0.280
H 0.682 -8.651 0.779
C 3.292 5.785 4.903
C 4.369 6.862 5.137
O 5.179 7.108 4.007
H 3.730 4.822 4.641
H 2.581 6.184 4.179
H 2.868 5.734 5.906
H 4.981 6.567 5.989
H 3.924 7.800 5.468
H 5.776 7.852 4.114
C -7.381 -6.906 -0.450
C -6.036 -7.639 -0.582
O -4.977 -6.865 0.017
H -7.357 -5.993 -1.044
H -7.504 -6.687 0.610
H -8.319 -7.337 -0.801
H -5.804 -8.063 -1.559
H -6.033 -8.589 -0.047
H -4.246 -7.477 0.130
C -4.627 -2.306 4.940
C -4.038 -3.662 5.422
O -2.655 -3.467 5.662
H -4.717 -1.666 5.817
H -5.544 -2.550 4.403
H -3.867 -1.865 4.295
H -4.144 -4.358 4.589
H -4.576 -4.077 6.274
H -2.286 -3.421 4.777
*
```

***

[6]
A single C4H6O2 molecule. Source: OMol25; level of theory: wB97M-V/def2-TZVPD.

Output
SMILES: O=CC[C@H]1CO1
Energy above the lowest of the compared OMol25 structures with the same formula, charge and spin (kJ/mol): 267.6

Geometry as ORCA input:
```
! RIJCOSX wB97M-V def2-TZVPD def2/J DEFGRID3
* xyz 0 1
O 1.367 -1.240 1.411
C 0.233 -1.496 1.088
C -0.626 -0.590 0.248
C -0.141 0.835 0.009
C 0.527 1.242 -1.237
O -0.872 1.387 -1.064
H -0.245 -2.453 1.402
H -1.607 -0.492 0.735
H -0.849 -1.112 -0.699
H 0.163 1.413 0.868
H 1.045 2.200 -1.313
H 1.006 0.307 -1.449
*
```

***

Which orbital gap belongs to each record? In order, 1.22; 8.16; 9.69; 6.54; 10.15; 11.05 eV.
Which max |F| belongs to each record? In order, 5.457; 6.855; 4.494; 1.783; 4.070; 2.296 eV/A.